# 1
The following is a DFT calculation (ωB97M-V with the def2-TZVPD basis set) of C38H33BN5O6P2Tl as an isolated structure.

The geometry in ORCA input format:
```
! wB97M-V def2-TZVPD RIJCOSX def2/J DEFGRID3
* xyz -2 1
Tl -1.23 0.22 0.12
O 1.40 2.45 3.66
C 0.38 2.12 3.01
O -0.02 2.61 1.94
C -0.43 0.93 3.57
C 0.03 0.26 4.70
C -0.70 -0.82 5.17
C -1.87 -1.18 4.51
C -2.24 -0.47 3.37
N -1.52 0.55 2.91
C -3.51 -0.89 2.60
O -4.43 -1.32 3.31
O -3.45 -0.76 1.35
H 0.93 0.61 5.17
H -0.37 -1.37 6.05
H -2.51 -1.98 4.84
O 1.94 0.29 -0.82
P 2.90 0.85 0.16
C 2.56 2.55 0.72
P 1.32 3.33 -0.35
O 0.13 2.61 -0.85
C 2.39 3.63 -1.82
C 3.64 4.25 -1.80
C 4.42 4.34 -2.94
C 3.95 3.80 -4.14
C 2.72 3.17 -4.17
C 1.94 3.09 -3.02
C 0.92 4.96 0.33
C 1.87 5.90 0.68
C 1.48 7.14 1.17
C 0.13 7.43 1.30
C -0.82 6.49 0.96
C -0.43 5.25 0.48
C 3.04 -0.16 1.64
C 3.46 0.32 2.88
C 3.52 -0.54 3.96
C 3.16 -1.87 3.82
C 2.72 -2.35 2.59
C 2.66 -1.50 1.50
C 4.54 0.95 -0.60
C 5.69 1.33 0.09
C 6.90 1.43 -0.57
C 6.97 1.15 -1.93
C 5.83 0.77 -2.62
C 4.62 0.67 -1.95
H 3.48 3.14 0.60
H 2.24 2.59 1.77
H 4.04 4.65 -0.88
H 5.39 4.82 -2.90
H 4.56 3.85 -5.03
H 2.36 2.71 -5.08
H 1.00 2.56 -3.02
H 2.93 5.68 0.60
H 2.23 7.87 1.45
H -0.18 8.40 1.69
H -1.87 6.70 1.08
H -1.15 4.48 0.23
H 3.67 1.37 3.02
H 3.82 -0.15 4.93
H 3.18 -2.53 4.68
H 2.39 -3.37 2.48
H 2.27 -1.84 0.55
H 5.64 1.55 1.16
H 7.80 1.72 -0.03
H 7.92 1.23 -2.45
H 5.88 0.55 -3.68
H 3.71 0.38 -2.47
B 1.06 -3.16 -1.78
N 0.16 -3.35 -0.53
C -0.35 -4.53 -0.14
C -0.87 -4.39 1.13
C -0.63 -3.05 1.44
N -0.01 -2.43 0.44
N 0.76 -1.84 -2.56
C 1.54 -1.38 -3.54
C 0.94 -0.26 -4.09
C -0.22 -0.11 -3.32
N -0.33 -1.07 -2.41
H 2.24 -3.13 -1.46
H 0.83 -4.12 -2.50
H -0.30 -5.38 -0.80
H -1.38 -5.13 1.73
H -0.91 -2.49 2.32
H 2.46 -1.88 -3.79
H 1.30 0.37 -4.89
H -0.97 0.66 -3.37
*
```

Output
* DFT total energy: -3073.39830 Ha
* lowest unoccupied orbital energy: 4.006 eV
* energy above the lowest of the compared OMol25 structures with the same formula, charge and spin: 5.41 kcal/mol


# 2
The following is a DFT calculation (ωB97M-V with the def2-TZVPD basis set) of C38H33Br9N6O10 as an isolated structure in a non-equilibrium geometry.

The geometry in ORCA input format:
```
! wB97M-V def2-TZVPD RIJCOSX def2/J DEFGRID3
* xyz 0 1
C 2.80 -6.41 3.97
Br 2.84 -5.19 2.44
Br 1.61 -5.94 5.41
Br 4.58 -6.99 4.65
H 2.49 -7.33 3.47
C -6.97 7.71 -5.97
Br -6.24 9.00 -4.53
Br -8.90 7.36 -5.83
Br -6.03 6.01 -5.98
H -6.83 8.18 -6.94
C -2.66 -3.28 -9.66
Br -2.24 -2.97 -11.57
Br -3.64 -4.97 -9.51
Br -3.58 -1.79 -8.61
H -1.74 -3.45 -9.10
C -8.87 -6.04 8.12
C -7.55 -6.08 8.41
C -6.66 -5.65 7.47
C -7.16 -5.06 6.26
C -8.59 -5.07 5.96
C -9.34 -5.57 6.94
N -6.25 -4.40 5.34
O -6.82 -3.58 4.62
O -5.02 -4.69 5.29
H -9.51 -6.27 8.95
H -7.23 -6.36 9.41
H -5.63 -5.67 7.82
H -9.03 -4.63 5.08
H -10.42 -5.53 6.88
C 4.82 1.09 7.99
C 4.71 -0.32 7.78
C 4.91 -1.12 8.82
C 4.96 -0.58 10.12
C 4.98 0.76 10.37
C 4.96 1.60 9.28
N 4.89 -1.47 11.25
O 4.91 -2.69 11.01
O 4.99 -1.05 12.38
H 4.99 1.66 7.09
H 4.51 -0.73 6.80
H 4.86 -2.19 8.62
H 5.04 1.22 11.34
H 4.90 2.67 9.38
C -1.67 0.42 -1.73
C -0.90 1.22 -2.66
C 0.42 1.51 -2.27
C 0.98 1.16 -1.00
C 0.13 0.44 -0.11
C -1.17 0.02 -0.47
N 2.38 1.59 -0.61
O 2.69 1.50 0.56
O 3.09 2.04 -1.49
H -2.62 0.13 -2.16
H -1.25 1.59 -3.61
H 1.14 1.84 -3.00
H 0.55 0.13 0.84
H -1.71 -0.67 0.16
C 9.09 -2.64 -1.58
C 7.91 -3.21 -1.85
C 7.70 -4.59 -1.56
C 8.73 -5.39 -1.04
C 9.94 -4.74 -0.63
C 10.06 -3.39 -0.85
N 8.55 -6.84 -0.99
O 9.31 -7.48 -0.37
O 7.63 -7.34 -1.52
H 9.30 -1.63 -1.87
H 7.08 -2.65 -2.25
H 6.80 -5.09 -1.88
H 10.68 -5.25 -0.04
H 10.97 -2.94 -0.48
C 6.02 9.99 -3.95
C 5.28 8.94 -3.39
C 3.90 9.12 -3.09
C 3.27 10.32 -3.43
C 4.04 11.35 -4.01
C 5.38 11.20 -4.26
N 1.78 10.46 -3.18
O 1.15 9.43 -2.94
O 1.16 11.54 -3.26
H 7.06 9.83 -4.19
H 5.77 7.99 -3.26
H 3.44 8.42 -2.41
H 3.57 12.27 -4.33
H 5.88 12.03 -4.74
N -9.26 -1.25 -6.43
C -9.47 0.09 -6.59
C -9.91 0.69 -7.80
C -10.49 -0.13 -8.79
C -10.31 -1.51 -8.60
C -9.76 -2.03 -7.43
H -8.93 0.67 -5.85
H -9.97 1.74 -8.05
H -10.78 0.06 -9.82
H -10.74 -2.04 -9.43
H -9.78 -3.11 -7.41
*
```

Output
* DFT total energy: -25714.21588 Ha
* lowest unoccupied orbital energy: -0.772 eV
* energy above the lowest of the compared OMol25 structures with the same formula, charge and spin: 75.98 kcal/mol


# 3
The following is a DFT calculation (ωB97M-V with the def2-TZVPD basis set) of C38H33CsFN7O5 as an isolated structure in a non-equilibrium geometry.

The geometry in ORCA input format:
```
! wB97M-V def2-TZVPD RIJCOSX def2/J DEFGRID3
* xyz -2 1
Cs 0.11 0.42 -0.64
O 1.21 3.21 1.23
C 1.64 2.24 1.91
N 2.62 1.46 1.56
C 3.33 0.64 2.37
C 3.81 1.08 3.61
C 4.67 0.33 4.38
C 5.09 -0.91 3.92
C 4.64 -1.38 2.71
C 3.75 -0.65 1.90
N 3.21 -1.19 0.79
C 3.82 -2.07 0.01
O 5.04 -2.29 -0.12
C 2.86 -2.90 -0.81
C 3.38 -3.76 -1.79
C 2.54 -4.65 -2.43
C 1.19 -4.64 -2.10
C 0.77 -3.73 -1.14
N 1.57 -2.90 -0.50
C 0.88 2.00 3.20
C 0.33 3.09 3.88
C -0.43 2.87 5.01
C -0.64 1.56 5.42
C -0.07 0.54 4.67
N 0.66 0.75 3.59
H 3.50 2.06 3.96
H 5.03 0.71 5.33
H 5.78 -1.52 4.51
H 4.97 -2.34 2.35
H 4.44 -3.72 -2.00
H 2.92 -5.34 -3.17
H 0.49 -5.32 -2.56
H -0.28 -3.68 -0.85
H 0.53 4.08 3.51
H -0.87 3.70 5.55
H -1.24 1.34 6.30
H -0.22 -0.50 4.94
C -6.61 1.43 -5.01
C -6.46 -0.04 -4.58
C -7.79 -0.68 -4.18
C -8.33 -0.02 -2.92
C -7.28 0.01 -1.85
C -7.65 0.10 -0.51
C -6.67 0.13 0.46
F -7.07 0.22 1.77
C -5.33 0.05 0.16
C -4.93 -0.04 -1.18
C -3.49 -0.12 -1.47
O -2.67 -0.17 -0.55
C -3.18 -0.11 -2.89
C -4.17 -0.13 -3.79
N -5.51 -0.14 -3.50
C -5.91 -0.05 -2.19
C -1.73 -0.08 -3.49
O -1.68 0.32 -4.66
O -0.82 -0.48 -2.77
H -7.34 1.53 -5.81
H -5.65 1.79 -5.38
H -6.90 2.05 -4.17
H -6.05 -0.60 -5.43
H -7.62 -1.74 -3.99
H -8.50 -0.59 -5.01
H -9.21 -0.57 -2.56
H -8.66 1.00 -3.15
H -8.69 0.14 -0.24
H -4.57 0.07 0.93
H -3.92 -0.12 -4.84
N -1.50 4.31 -1.05
C -1.02 5.14 -0.43
N -0.58 6.21 0.19
C 0.77 6.21 0.76
C 0.98 7.44 1.63
C -0.04 7.53 2.78
C -1.40 6.97 2.36
C -1.56 7.05 0.84
H 1.49 6.22 -0.07
H 0.94 5.28 1.32
H 0.92 8.34 1.02
H 1.99 7.40 2.05
H -0.14 8.58 3.08
H 0.33 6.98 3.64
H -2.21 7.51 2.86
H -1.48 5.91 2.64
H -1.42 8.09 0.51
H -2.56 6.73 0.54
*
```

Output
* DFT total energy: -2347.46801 Ha
* lowest unoccupied orbital energy: 3.384 eV
* energy above the lowest of the compared OMol25 structures with the same formula, charge and spin: 29.46 kcal/mol